No. 1
Molecular formula: C21H18ClN3O2
Method: DFT, the ωB97M-V functional and the def2-TZVPD basis

Frontier orbital gap: 7.96 eV
Energy above the lowest of the compared OMol25 structures with the same formula, charge and spin: 0.0 kJ/mol
Lowest unoccupied orbital energy: 0.683 eV
Structure (SMILES): O=c1[nH]c2ccc(NCc3ccccc3OCc3ccccc3Cl)cc2[nH]1
Highest occupied orbital energy: -7.3 eV
DFT total energy: -1586.0408 hartree
Max |F|: 0.7 eV/Å

The geometry in ORCA input format:
```
! RIJCOSX wB97M-V def2-TZVPD def2/J DEFGRID3
* xyz 0 1
O -3.06460 -4.08097 -1.08304
C -3.08046 -2.92754 -0.72040
N -4.17760 -2.17884 -0.36458
C -3.79190 -0.89890 -0.00279
C -4.49552 0.21290 0.41468
C -3.77557 1.35868 0.70461
C -2.37895 1.41745 0.58595
N -1.73832 2.61071 0.84326
C -0.32318 2.67202 1.13934
C 0.52304 2.43177 -0.08858
C 0.12092 2.90807 -1.32431
C 0.86801 2.65813 -2.46220
C 2.02803 1.91425 -2.36248
C 2.45138 1.43192 -1.13523
C 1.71377 1.69741 0.01119
O 2.06175 1.29168 1.27312
C 3.12146 0.37065 1.42524
C 2.75984 -1.00436 0.91574
C 1.51089 -1.52783 1.23228
C 1.12562 -2.78072 0.79373
C 1.98944 -3.53394 0.01594
C 3.23764 -3.03480 -0.30900
C 3.61697 -1.78062 0.14371
Cl 5.20168 -1.20634 -0.26894
C -1.67246 0.28722 0.16271
C -2.39570 -0.84854 -0.13078
N -1.99168 -2.09275 -0.56533
H -5.11808 -2.53154 -0.38640
H -5.56921 0.19426 0.51698
H -4.30387 2.24220 1.03265
H -2.30869 3.29508 1.31424
H -0.10578 3.66989 1.53094
H -0.04012 1.94153 1.90965
H -0.80133 3.46513 -1.38721
H 0.54130 3.03431 -3.41937
H 2.61552 1.69984 -3.24261
H 3.35670 0.84927 -1.09040
H 3.28543 0.32492 2.50782
H 4.03895 0.74045 0.95600
H 0.84133 -0.93283 1.83575
H 0.15934 -3.17504 1.06991
H 1.69507 -4.51101 -0.33494
H 3.92139 -3.61319 -0.91041
H -0.60348 0.29993 0.04467
H -1.04900 -2.35992 -0.79111
*
```



No. 2
Molecular formula: C5H10O
Method: DFT, the ωB97M-V functional and the def2-TZVPD basis

Frontier orbital gap: 8.31 eV
Energy above the lowest of the compared OMol25 structures with the same formula, charge and spin: 613.2 kJ/mol
Lowest unoccupied orbital energy: 0.914 eV
Highest occupied orbital energy: -7.4 eV
DFT total energy: -271.5190 hartree
Max |F|: 0.3 eV/Å

The geometry in ORCA input format:
```
! RIJCOSX wB97M-V def2-TZVPD def2/J DEFGRID3
* xyz 0 1
C 0.70964 -1.85133 -0.19687
C 0.24724 -0.69014 -1.02962
O -1.17463 -0.34145 -1.00810
C -0.28282 0.58256 -0.58283
C -0.06526 1.96440 -0.76466
C -0.52158 0.39171 1.54753
H 0.55827 -2.78199 -0.75331
H 0.17288 -1.91559 0.74948
H 1.78092 -1.75095 0.00908
H 0.65473 -0.66201 -2.04220
H 0.85706 2.25376 -1.25816
H -0.94016 2.59963 -0.86114
H -0.10589 1.35667 0.55991
H 0.35622 -0.05529 2.02141
H -1.35781 -0.30673 1.51536
H -0.83213 1.27466 2.12779
*
```



No. 3
Molecular formula: C3H2N2O2
Method: DFT, the ωB97M-V functional and the def2-TZVPD basis

Frontier orbital gap: 8.13 eV
Energy above the lowest of the compared OMol25 structures with the same formula, charge and spin: 479.9 kJ/mol
Lowest unoccupied orbital energy: -0.918 eV
Highest occupied orbital energy: -9.0 eV
DFT total energy: -375.3287 hartree
Max |F|: 2.8 eV/Å

The geometry in ORCA input format:
```
! RIJCOSX wB97M-V def2-TZVPD def2/J DEFGRID3
* xyz 0 1
O -1.74804 -0.11660 -0.95701
C -1.79759 0.30331 0.21592
C -0.34556 -0.09496 -0.02487
N 0.56937 0.79787 -0.31086
C 1.68808 0.08542 0.01024
N 1.52641 -1.16165 0.33580
O 0.10952 -1.32294 0.23503
H -2.67478 0.96977 0.45322
H 2.66911 0.53950 0.04601
*
```



No. 4
Molecular formula: C10H17BN
Method: DFT, the ωB97M-V functional and the def2-TZVPD basis

Frontier orbital gap: 7.11 eV
Energy above the lowest of the compared OMol25 structures with the same formula, charge and spin: 0.0 kJ/mol
Lowest unoccupied orbital energy: 3.346 eV
Highest occupied orbital energy: -3.8 eV
DFT total energy: -470.8389 hartree
Max |F|: 1.7 eV/Å

The geometry in ORCA input format:
```
! RIJCOSX wB97M-V def2-TZVPD def2/J DEFGRID3
* xyz -1 1
C -3.46340 -1.03563 1.96788
N -2.50089 -0.95130 3.05702
C -1.12560 -1.38601 2.62806
B -0.14588 -0.07277 2.26320
C 0.02958 -0.01741 0.62639
C 0.84874 1.18476 0.10874
C 1.32506 0.96760 -1.33725
C 2.48710 1.57088 -1.78509
C 2.92364 1.34430 -3.06683
C 2.24320 0.53361 -3.93030
C 1.07518 -0.05499 -3.49733
C 0.63348 0.17077 -2.21474
H -3.68500 -2.08916 1.70912
H -3.10476 -0.53108 1.06756
H -4.37924 -0.51628 2.28117
H -2.79370 -1.61063 3.77237
H -0.66502 -2.07136 3.35060
H -1.26634 -1.95568 1.68334
H 0.95874 -0.27093 2.77153
H -0.66687 0.92236 2.73337
H -0.96204 0.00899 0.14870
H 0.55505 -0.93160 0.31146
H 1.73729 1.34305 0.73054
H 0.24785 2.10234 0.13547
H 3.05518 2.21708 -1.12327
H 3.84118 1.83514 -3.38899
H 2.59407 0.32857 -4.93776
H 0.49516 -0.71861 -4.13131
H -0.29176 -0.31601 -1.93365
*
```



No. 5
Molecular formula: C18H52AgO10S8Tl
Method: DFT, the ωB97M-V functional and the def2-TZVPD basis

Frontier orbital gap: 2.67 eV
Lowest unoccupied orbital energy: -10.123 eV
Highest occupied orbital energy: -12.8 eV
DFT total energy: -4973.3473 hartree
Max |F|: 5.9 eV/Å

The geometry in ORCA input format:
```
! RIJCOSX wB97M-V def2-TZVPD def2/J DEFGRID3
* xyz 2 1
Ag 3.43854 1.73955 -1.62411
Tl -0.43237 1.90487 -2.76467
O -1.02572 0.95125 -0.19972
C -0.19341 0.13855 0.48518
C 1.19801 -0.34451 -0.21485
O 1.55337 0.16093 -1.39677
H -0.62874 -0.75276 0.94273
H 0.14891 0.75857 1.32964
H 1.00082 -1.42137 -0.32644
H 1.95562 -0.32456 0.57349
C 5.20314 0.34627 -4.58019
S 5.52094 -0.71741 -3.16352
O 5.17734 0.14392 -1.93781
C 4.19389 -1.92893 -3.37694
H 4.11962 0.31799 -4.72746
H 5.54940 -0.12036 -5.50346
H 5.59568 1.34726 -4.42826
H 3.31924 -1.41289 -2.97807
H 4.52117 -2.81331 -2.83596
H 4.07618 -2.13271 -4.44057
C 0.04484 -2.73664 -3.02375
S -1.62183 -2.09445 -3.39549
O -1.53493 -0.61705 -3.06985
C -2.40184 -2.73830 -1.90361
H 0.64578 -2.70873 -3.93204
H 0.05993 -3.69775 -2.51497
H 0.48676 -1.96351 -2.39098
H -3.41826 -2.34302 -1.96594
H -1.88563 -2.22361 -1.09400
H -2.56665 -3.81111 -1.82031
C -2.44790 0.73186 3.41493
S -1.84192 -0.76363 4.25580
O -1.74915 -0.52162 5.73780
C -3.27345 -1.74982 3.87124
H -3.52429 0.80561 3.56219
H -2.32587 0.43671 2.36398
H -1.79122 1.59879 3.41038
H -3.22105 -2.80697 4.13720
H -3.36497 -1.89368 2.79148
H -4.18047 -1.32233 4.29644
C -3.61567 3.47191 0.15354
S -2.92624 4.89356 -0.79043
O -1.81001 4.23005 -1.58108
C -4.40668 5.00609 -1.87041
H -4.42000 3.91134 0.73992
H -2.85076 3.00368 0.77548
H -3.86037 2.64831 -0.51587
H -4.48282 4.02654 -2.34082
H -4.13168 5.84730 -2.50288
H -5.35354 5.14797 -1.35194
C 3.44103 -1.18028 3.16442
S 5.26790 -1.05997 3.02411
O 5.76851 -2.46133 2.73541
C 5.32600 0.07921 1.59877
H 3.00973 -0.17935 3.20746
H 3.22514 -1.69781 4.09611
H 3.07991 -1.73321 2.29589
H 6.29279 0.39901 1.22213
H 4.59792 0.88239 1.73228
H 4.81636 -0.43963 0.77657
C 0.87448 -4.40276 1.03659
S 2.65449 -4.84458 1.14031
O 2.82636 -6.28633 0.71252
C 3.31330 -3.85091 -0.20330
H 0.83654 -3.42460 1.51921
H 0.51673 -5.26879 1.58914
H 0.52468 -4.26260 0.01494
H 4.04874 -4.55436 -0.60164
H 3.89184 -2.99806 0.15500
H 2.68624 -3.59221 -1.05846
C 2.94070 4.35989 0.91228
S 1.44578 4.50818 -0.13993
O 1.35467 3.18919 -0.90210
C 0.31599 4.08753 1.27393
H 2.84654 5.09275 1.71293
H 3.90734 4.47835 0.42312
H 2.93525 3.35397 1.33625
H -0.62642 4.49926 0.91136
H 0.60171 4.48053 2.24486
H 0.20279 3.00970 1.17570
C -7.26800 0.67436 -0.01498
S -5.70849 0.78366 0.85958
O -5.87695 -0.07535 2.08221
C -4.70969 -0.16579 -0.26523
H -8.06447 1.07853 0.60331
H -7.37717 -0.34762 -0.37371
H -7.14293 1.30430 -0.89955
H -4.72120 0.25677 -1.27025
H -4.88943 -1.23968 -0.21194
H -3.68641 -0.06017 0.10647
*
```



No. 6
Molecular formula: C4H5NO
Method: DFT, the ωB97M-V functional and the def2-TZVPD basis

Frontier orbital gap: 8.92 eV
Energy above the lowest of the compared OMol25 structures with the same formula, charge and spin: 356.5 kJ/mol
Lowest unoccupied orbital energy: -0.688 eV
Highest occupied orbital energy: -9.6 eV
DFT total energy: -285.2788 hartree
Max |F|: 1.1 eV/Å

The geometry in ORCA input format:
```
! RIJCOSX wB97M-V def2-TZVPD def2/J DEFGRID3
* xyz 0 1
C -1.19818 -0.01998 0.79115
C -0.27642 1.02014 0.17258
O 1.00996 0.34717 0.09338
C 1.32360 0.05825 -1.13300
C 2.01610 -1.22268 -1.13238
N 2.10926 -2.36051 -1.35383
H -1.12090 -0.03166 1.88011
H -2.23638 0.15369 0.50312
H -0.90542 -1.01196 0.43017
H -0.16424 1.92862 0.76422
H -0.55102 1.25968 -0.85671
*
```



No. 7
Molecular formula: C49H56CsN11O5S4
Method: DFT, the ωB97M-V functional and the def2-TZVPD basis

Frontier orbital gap: 4.93 eV
Energy above the lowest of the compared OMol25 structures with the same formula, charge and spin: 0.0 kJ/mol
Lowest unoccupied orbital energy: 3.380 eV
Highest occupied orbital energy: -1.5 eV
DFT total energy: -4492.2788 hartree
Max |F|: 1.7 eV/Å

The geometry in ORCA input format:
```
! RIJCOSX wB97M-V def2-TZVPD def2/J DEFGRID3
* xyz -2 1
Cs -0.76700 0.45074 -0.38529
C 0.44404 2.95599 2.22379
C 1.77317 2.30096 2.58252
C 1.63882 1.41339 3.81746
N 0.69661 0.34456 3.55886
C 0.40491 -0.49202 4.49545
C 0.96606 -0.39859 5.82797
C 1.08564 -1.31499 6.84565
C 0.66054 -2.64131 6.93660
C -0.15020 -3.26780 5.99337
C -0.74423 -2.78657 4.84715
C -0.67412 -1.51101 4.16495
N -1.49505 -1.16919 3.22502
C -2.64608 -2.01186 2.96945
C -3.49079 -1.46843 1.82213
C -4.16997 -0.11377 2.06593
N -3.60739 0.92530 1.21834
C -4.08423 2.12453 1.28236
C -5.24245 2.50002 2.05828
C -6.12959 3.53263 1.85439
C -6.13204 4.57060 0.91830
C -5.06214 4.90029 0.08222
C -3.80411 4.35238 -0.01681
C -3.23174 3.19667 0.63539
N -1.96816 2.97517 0.73808
C -0.99870 3.98439 0.38202
C 0.40329 3.52439 0.80923
H 0.20523 3.74485 2.94973
H -0.33861 2.20203 2.32785
H 2.55266 3.05326 2.74871
H 2.11526 1.69430 1.73584
H 1.29937 2.04295 4.65555
H 2.62464 1.01925 4.11641
H 1.42788 0.55796 6.03606
H 1.62713 -0.94434 7.71522
H 0.94532 -3.20724 7.81622
H -0.39913 -4.30421 6.21835
H -1.40838 -3.49693 4.37032
H -3.25051 -2.11462 3.88695
H -2.36461 -3.03705 2.68378
H -4.24269 -2.22483 1.56838
H -2.82913 -1.39323 0.96273
H -4.02838 0.17488 3.11648
H -5.25839 -0.20594 1.91633
H -5.50255 1.80987 2.85111
H -6.99057 3.51730 2.52128
H -7.00442 5.21341 0.88691
H -5.22923 5.76810 -0.55501
H -3.10906 4.87981 -0.66174
H -1.24243 4.94079 0.87416
H -0.98552 4.18334 -0.70052
H 1.10059 4.36387 0.70768
H 0.76503 2.76564 0.10870
N 0.07725 -4.22645 1.65716
C -0.46157 -4.25144 0.39795
N -1.45369 -3.51845 0.02268
C -1.82150 -3.79958 -1.27572
C -1.09563 -4.75715 -1.90131
S 0.10593 -5.37519 -0.81824
C -2.98168 -3.06563 -1.80705
C -3.98340 -3.58002 -2.55995
S -5.23436 -2.39771 -2.74010
C -4.28000 -1.28547 -1.77927
N -3.14269 -1.76482 -1.39514
N -4.70128 -0.01937 -1.50292
H -0.18937 -3.40535 2.19144
H 1.06367 -4.42092 1.71619
H -1.17115 -5.09803 -2.91960
H -4.08921 -4.58285 -2.93623
H -5.69774 0.11920 -1.46063
H -4.18892 0.43472 -0.73445
C -4.65905 2.65412 -3.35341
S -2.95729 2.08781 -3.17683
C -2.22257 3.66763 -3.61833
O -2.71264 1.16421 -4.32564
H -4.77200 3.11616 -4.33476
H -4.88441 3.35203 -2.54522
H -5.29203 1.77382 -3.27416
H -2.55390 4.41608 -2.89766
H -2.53743 3.91905 -4.63203
H -1.14650 3.53245 -3.55245
S 4.21417 2.73140 -0.81389
C 4.89854 1.31584 -1.39146
N 4.14734 0.38811 -2.05784
C 4.62743 -0.76269 -2.56457
C 5.94426 -1.09297 -2.45021
C 6.78181 -0.18235 -1.76963
C 6.28142 0.97705 -1.25764
H 3.12229 0.55236 -2.17562
H 3.89763 -1.39903 -3.04484
H 6.30700 -2.02537 -2.85388
H 7.83577 -0.40875 -1.65102
H 6.90623 1.68573 -0.73403
O 6.52316 -4.79458 1.50158
C 5.32235 -5.11174 0.82652
N 5.30997 -4.69172 -0.54934
C 4.40536 -3.85204 -1.16211
O 4.23931 -3.91587 -2.36712
C 3.67523 -2.87588 -0.30414
C 4.26135 -2.17527 0.74763
C 3.48027 -1.32165 1.50088
C 2.12736 -1.20456 1.19034
N 1.57148 -1.83251 0.15471
C 2.33771 -2.62308 -0.58707
H 6.57732 -3.83678 1.58703
H 4.45599 -4.68354 1.32977
H 5.25568 -6.19840 0.87819
H 5.77706 -5.29051 -1.21378
H 5.32299 -2.26866 0.94827
H 3.89438 -0.74899 2.31979
H 1.47418 -0.58543 1.80725
H 1.87205 -3.10022 -1.44123
O 0.02877 2.01929 -2.36873
C 0.88234 1.32706 -2.95108
O 1.48815 0.33054 -2.46473
C 1.22848 1.69584 -4.37782
C 1.23907 0.72812 -5.37504
C 1.54113 1.07698 -6.68292
C 1.86470 2.39111 -6.99758
C 1.87169 3.35634 -5.99984
C 1.54198 3.01138 -4.69612
H 0.99863 -0.29515 -5.11608
H 1.52516 0.32178 -7.45984
H 2.10942 2.66162 -8.01810
H 2.13089 4.38112 -6.23861
H 1.53105 3.75760 -3.91067
*
```



No. 8
Molecular formula: C17H60Br2INO20PS
Method: DFT, the ωB97M-V functional and the def2-TZVPD basis

Frontier orbital gap: 8.65 eV
Lowest unoccupied orbital energy: -3.128 eV
Highest occupied orbital energy: -11.8 eV
DFT total energy: -8428.2472 hartree
Max |F|: 3.6 eV/Å

The geometry in ORCA input format:
```
! RIJCOSX wB97M-V def2-TZVPD def2/J DEFGRID3
* xyz 1 1
C -1.62893 -2.88282 3.63401
C -2.22527 -1.77928 2.75289
P -1.23051 -0.25809 2.37584
C 0.23928 -0.47307 3.43378
C 1.14539 0.76090 3.52527
N -0.58108 -0.49855 0.50446
S 1.18321 -0.96598 0.67529
C -1.32496 -1.57770 -0.36417
C -2.84531 -1.39210 -0.31876
C -0.86363 -2.99027 0.07022
C -1.86495 -4.14625 -0.00535
O -1.32330 -5.21154 0.77037
C -0.81903 -1.23728 -1.77008
C -1.62520 -1.92467 -2.87364
C -0.80688 -2.18416 -4.12904
O 0.22436 -3.12547 -3.73832
C 1.50005 -2.75664 -3.93687
O 2.33616 -2.97299 -3.12147
C -0.64036 0.31177 -1.82167
Br -1.88381 1.21287 -3.00725
I 1.29576 0.68650 -2.74976
C -0.70089 0.82070 -0.31924
Br -2.41668 1.71732 0.12256
C 0.31958 1.85004 0.14205
C 0.16084 3.23439 -0.49537
O 1.49720 3.75751 -0.55057
C 1.67745 5.03449 -0.26325
O 2.75967 5.45901 0.01009
H -0.63477 -3.19373 3.30829
H -1.57152 -2.56944 4.67840
H -2.30467 -3.74091 3.57976
H -3.10984 -1.33331 3.22434
H -2.60715 -2.22598 1.84266
H 0.81541 -1.38411 3.27639
H -0.25500 -0.62699 4.40628
H 1.72362 0.93174 2.61812
H 1.86713 0.62761 4.33096
H 0.55565 1.66069 3.72678
H 1.27641 -1.53800 -0.52707
H -3.19194 -0.57306 -0.94347
H -3.23808 -1.22622 0.68207
H -3.31415 -2.30190 -0.69245
H -0.53174 -2.98704 1.10671
H 0.01184 -3.26498 -0.52654
H -2.85354 -3.86490 0.36916
H -1.96219 -4.50985 -1.03460
H -1.95581 -5.45233 1.45686
H 0.18747 -1.64110 -1.88483
H -1.91824 -2.91201 -2.49894
H -2.55647 -1.41496 -3.11961
H -1.43110 -2.62249 -4.90930
H -0.33735 -1.27825 -4.52815
H 1.68347 -2.27658 -4.91051
H 0.20433 1.93313 1.22524
H 1.33011 1.51820 -0.07801
H -0.44935 3.89523 0.11946
H -0.24741 3.19509 -1.50862
H 0.77895 5.67097 -0.30360
O 5.70763 5.30314 -0.29816
H 5.78945 4.36254 -0.48516
H 4.78230 5.42833 -0.05248
O -4.43171 -1.30515 -4.57019
H -5.29353 -1.12856 -4.96065
H -4.04679 -0.44240 -4.39134
O -4.54745 -4.44253 2.80929
H -4.97186 -4.34214 3.66976
H -4.72524 -5.35888 2.56530
O 1.75312 6.37208 2.67471
H 2.59942 6.80262 2.85105
H 1.98761 5.67713 2.05006
O -4.97393 -2.49434 1.77754
H -5.70846 -2.44632 1.14894
H -4.92903 -3.41743 2.05838
O 4.04643 2.11948 4.06620
H 4.20937 3.06720 4.12700
H 4.88774 1.76206 3.76061
O 4.62676 -2.22954 -4.93239
H 4.05140 -2.62086 -4.26146
H 5.31011 -2.88780 -5.09104
O 2.81213 -1.68425 4.99981
H 3.57342 -1.13248 5.21166
H 3.15905 -2.33779 4.38322
O 7.47800 4.83054 2.00286
H 7.04023 5.31988 1.29073
H 8.39114 5.13194 1.99991
O 2.29039 9.40194 2.29839
H 1.99804 9.68669 3.16975
H 1.93918 8.51112 2.19036
O -2.08061 5.33627 0.36335
H -2.32626 5.67020 1.23281
H -2.47274 4.45775 0.29657
O 2.76741 -0.08726 -5.44614
H 3.49492 -0.72581 -5.41545
H 3.18450 0.78552 -5.39354
O 3.81009 2.51561 -4.83577
H 3.57284 2.88349 -3.97782
H 4.12070 3.26888 -5.34967
O -7.58540 -1.83989 0.82144
H -8.41124 -1.67934 0.35457
H -7.73272 -1.53312 1.72254
O -0.97326 -6.86653 -2.60825
H -0.98009 -6.53320 -1.70409
H -0.71531 -6.12194 -3.16092
*
```